1.
{"formula": "C27H50Br22O4S", "method": "the ωB97M-V functional and the def2-TZVPD basis", "symbols": ["H", "C", "H", "C", "Br", "Br", "Br", "H", "H", "Br", "C", "H", "H", "C", "C", "H", "H", "H", "H", "H", "H", "H", "C", "H", "C", "Br", "H", "C", "C", "Br", "C", "Br", "H", "H", "H", "H", "H", "C", "H", "Br", "H", "H", "Br", "H", "C", "Br", "H", "Br", "H", "H", "H", "O", "H", "O", "C", "C", "Br", "Br", "C", "C", "H", "H", "C", "H", "H", "C", "Br", "C", "H", "H", "C", "H", "H", "H", "Br", "C", "H", "S", "H", "C", "H", "H", "H", "C", "Br", "H", "Br", "Br", "H", "Br", "Br", "C", "H", "H", "Br", "H", "C", "H", "Br", "O", "C", "H", "C", "O"], "xyz": [[1.035, -1.370, -6.381], [-4.684, -6.117, -5.164], [-2.841, -6.387, -4.089], [-6.032, -5.315, 8.318], [-2.206, -4.427, 4.511], [4.484, 3.714, -8.399], [-0.566, 0.794, 8.781], [-2.610, 0.903, 7.353], [-3.017, 0.468, 10.388], [-4.078, -1.269, 4.133], [3.224, -0.576, 0.344], [-4.120, -7.516, -3.585], [5.359, 4.206, -10.655], [4.122, 0.394, 0.339], [1.075, 3.971, 5.526], [4.574, 6.306, -6.809], [1.870, 4.238, 6.225], [0.829, 2.044, 6.450], [6.102, 7.185, -7.046], [-1.288, -2.187, 3.900], [-5.932, 3.112, 11.425], [-4.369, 0.807, 9.284], [-3.349, 0.424, 9.351], [0.078, -3.125, -4.695], [4.582, 3.510, -10.335], [5.845, 9.681, -5.498], [9.883, -0.884, -7.717], [-3.418, 0.135, 0.578], [-2.442, 1.162, 8.399], [-2.290, -2.337, -4.727], [-2.220, -0.694, -0.276], [4.264, 8.125, -8.450], [3.387, 3.958, -12.067], [-3.573, 3.614, 11.065], [-4.343, 5.189, 11.366], [7.509, -1.355, -7.422], [-2.370, -2.195, 1.362], [3.488, -2.032, -3.241], [0.159, 4.489, 5.810], [6.426, 0.550, -8.561], [-4.695, -5.043, -5.350], [-1.468, -2.869, -0.201], [3.895, -0.547, -2.037], [7.788, -1.449, -9.176], [5.033, 7.295, -6.862], [-3.608, 4.957, 8.992], [-5.692, 2.984, 9.667], [-3.481, -1.460, 8.873], [-2.550, 2.242, 8.522], [-3.232, 0.225, 1.725], [-0.057, -1.422, -4.201], [-0.287, -1.621, 1.163], [-0.799, -2.676, 5.539], [0.565, -1.784, -1.351], [4.740, -2.581, -3.879], [-1.548, -2.046, 0.586], [-0.741, 1.984, 4.545], [-7.071, 4.974, 10.270], [-2.753, -1.783, 5.467], [-7.280, -4.776, 8.974], [9.131, 0.696, -7.399], [-3.285, -2.312, 6.256], [-5.654, 3.660, 10.522], [1.727, 1.978, 4.916], [4.947, 7.515, -4.724], [0.915, 2.473, 5.450], [-4.329, -5.310, -2.438], [-3.914, -6.500, -3.924], [-2.366, -0.807, -1.480], [-0.645, -0.875, -6.690], [-4.313, 4.328, 10.698], [4.539, -3.541, -4.359], [4.886, 1.252, 0.373], [-5.188, -5.405, 9.003], [9.918, 0.504, -9.760], [-1.641, -2.592, 4.850], [5.567, -2.698, -3.178], [0.830, -1.136, 0.001], [-2.369, -0.841, 5.863], [-0.009, -1.687, -6.336], [2.760, -1.664, -3.966], [-4.283, -6.630, -6.040], [-8.030, -4.435, 8.261], [7.816, -0.792, -8.306], [1.975, 2.404, -10.768], [4.912, 2.489, -10.531], [5.368, -1.419, -5.313], [-6.871, -3.266, 10.137], [-6.228, -6.287, 7.861], [-6.543, -6.693, -5.048], [-5.455, -4.172, 6.849], [9.163, -0.150, -8.086], [2.803, 4.751, -10.586], [-3.943, 0.982, 0.018], [-0.157, -3.133, -7.634], [-7.724, -5.527, 9.630], [4.720, 8.094, -5.621], [3.015, -2.786, -2.608], [1.638, 4.710, 3.812], [-1.925, 0.673, 0.316], [3.265, 3.848, -10.988], [3.685, 8.434, -5.576], [-0.361, -2.159, -4.947], [2.387, -1.739, 0.465]], "energy_ev": -1588760.8025, "multiplicity": 1, "total_charge": 0, "e_lumo_ha": 0.0047, "fmax_ev_per_a": 6.9}

***

2.
{"formula": "C27H50Cl2F3N4", "method": "the ωB97M-V functional and the def2-TZVPD basis", "symbols": ["C", "C", "C", "C", "H", "H", "C", "H", "C", "Cl", "C", "H", "C", "H", "H", "H", "H", "C", "H", "H", "C", "F", "H", "H", "H", "C", "C", "H", "H", "C", "H", "H", "H", "C", "H", "C", "N", "H", "C", "C", "H", "H", "H", "H", "H", "C", "H", "F", "H", "C", "H", "H", "C", "H", "H", "H", "H", "H", "H", "C", "H", "N", "C", "H", "N", "H", "C", "C", "H", "H", "H", "C", "H", "F", "H", "H", "H", "Cl", "N", "C", "H", "H", "C", "H", "H", "H"], "xyz": [[-8.033, -5.406, 1.923], [3.285, 2.267, 5.397], [-4.704, -3.000, -2.364], [-3.937, -2.028, -1.728], [3.552, 4.222, 6.232], [5.973, 2.774, -1.987], [-0.468, -4.225, -3.803], [0.118, 4.881, 5.110], [-6.572, -3.710, -0.699], [-2.273, -3.744, -5.905], [1.481, 2.961, 2.767], [0.544, 3.207, 5.459], [-4.413, -1.142, -0.580], [-1.930, -1.462, 0.167], [2.083, -0.360, -2.534], [0.681, 2.502, 3.351], [0.025, 0.411, 0.621], [1.900, 4.329, 3.317], [2.710, 1.756, -3.324], [4.164, 4.074, 4.627], [5.311, 1.909, -3.807], [-3.795, 0.048, -0.551], [1.460, -3.965, -2.762], [-6.509, -5.951, -0.907], [-6.147, -3.007, 0.026], [1.045, 4.606, 6.997], [2.797, 1.661, -2.238], [1.877, 2.116, -1.857], [0.085, 4.474, 7.501], [-1.134, -1.123, -0.507], [2.803, 4.657, 2.793], [2.474, -0.007, -0.862], [1.112, 3.075, 1.743], [3.313, 3.793, 5.255], [3.362, 1.019, 0.755], [-7.231, -5.334, 1.026], [-2.687, -1.997, -2.339], [3.458, 1.767, 4.445], [-1.544, -3.218, -4.332], [4.225, 1.672, 0.620], [-1.595, -0.143, -2.454], [-4.144, -4.182, -3.977], [4.083, 1.946, 6.071], [2.979, 3.258, -0.126], [1.566, -3.796, -4.547], [2.794, 0.167, -1.888], [2.344, 1.903, 5.813], [-5.705, -0.852, -0.812], [4.679, 3.581, -0.233], [0.904, 4.245, 5.525], [5.544, 1.071, -1.853], [4.648, 1.132, -4.193], [-6.132, -3.481, -2.178], [-0.352, -4.995, -4.586], [-0.791, -4.685, -2.856], [2.322, 2.271, 2.723], [4.448, 2.105, 1.598], [-6.208, -4.451, -2.713], [0.912, -2.469, -3.556], [-0.750, 0.359, -0.162], [-0.655, -1.621, -2.532], [-3.838, -3.464, -3.325], [3.936, 2.792, -0.384], [1.133, 5.057, 3.034], [3.930, 2.455, -1.801], [-0.383, 0.897, -1.058], [-1.513, -1.153, -2.016], [-2.642, -2.883, -3.337], [-1.022, -2.273, -4.570], [6.327, 1.638, -4.100], [-6.880, -2.814, -2.644], [0.955, -3.570, -3.657], [3.769, -0.300, -2.030], [-4.258, -1.789, 0.576], [5.084, 1.063, 0.333], [-7.667, -3.544, -0.672], [-5.301, -5.217, 0.249], [0.324, -2.129, -0.136], [2.117, 4.450, 4.750], [-6.327, -5.156, -0.168], [1.350, 5.646, 7.122], [1.765, 3.967, 7.510], [5.232, 2.030, -2.291], [5.062, 2.854, -4.293], [-8.887, -5.351, 2.580], [-1.617, 0.929, 0.215]], "energy_ev": -67959.6502, "multiplicity": 1, "total_charge": 1, "e_lumo_ha": -0.1081, "fmax_ev_per_a": 2.0}

***

3.
{"formula": "C27H50HfP2", "method": "the ωB97M-V functional and the def2-TZVPD basis", "symbols": ["H", "C", "C", "H", "H", "C", "C", "H", "C", "C", "C", "C", "H", "P", "H", "H", "H", "H", "H", "H", "H", "C", "H", "C", "H", "H", "H", "H", "C", "H", "H", "C", "H", "H", "C", "H", "H", "H", "H", "C", "H", "H", "Hf", "H", "C", "H", "C", "C", "H", "C", "C", "C", "H", "H", "H", "H", "H", "H", "C", "C", "H", "C", "C", "H", "H", "C", "H", "H", "H", "P", "H", "H", "C", "H", "H", "H", "H", "C", "H", "H"], "xyz": [[-1.221, -3.578, -4.258], [1.981, 1.336, 1.245], [3.893, 4.685, -0.662], [-4.168, -3.193, -1.860], [-2.538, -5.015, 0.252], [3.317, -1.298, 1.884], [-2.180, -2.881, 0.293], [-0.362, 1.137, -3.259], [-2.415, -0.994, 1.586], [0.038, -1.849, -1.463], [2.561, 1.079, 2.600], [-0.278, -2.548, 1.978], [-5.070, -0.235, 2.225], [-0.017, 2.006, -1.035], [-0.187, 2.888, -3.397], [-4.719, -3.973, -0.395], [3.785, 4.892, -1.738], [-2.168, 2.895, -0.396], [-0.513, -3.394, 2.657], [-1.121, 2.483, 1.029], [-0.262, -4.202, -2.880], [-0.616, 2.092, -2.773], [3.800, 2.063, -1.119], [-4.477, -2.990, -0.829], [3.459, 1.646, 2.848], [0.890, 1.244, 1.454], [-1.708, 2.190, -2.786], [-1.285, -0.123, 3.209], [-3.446, -2.318, 0.007], [0.152, -1.727, 2.548], [1.836, 1.503, 3.315], [-2.120, -1.249, -2.653], [3.413, -2.344, 2.130], [-5.665, -0.347, 0.581], [3.536, 1.012, -0.839], [0.938, -1.288, -1.776], [5.459, 0.299, 0.028], [3.083, -0.540, 3.942], [0.393, -2.751, -0.941], [-0.847, -2.107, -2.741], [3.554, 0.370, -1.674], [-3.047, 0.106, 3.286], [-1.348, -0.483, -0.522], [-0.881, 4.037, 0.160], [-1.162, 2.980, 0.045], [2.500, 4.387, 2.352], [-5.056, -0.867, 1.332], [-1.110, -3.569, -3.169], [-2.069, 1.040, 2.100], [-3.665, -1.206, 0.875], [-1.762, -4.279, -0.030], [-2.183, 0.074, 2.605], [-1.885, -0.166, -2.326], [-2.972, -1.682, -2.091], [-1.531, -4.406, -1.089], [-2.057, -4.027, -2.842], [1.674, 3.720, -2.184], [-0.873, -4.584, 0.528], [2.644, -0.435, 2.927], [1.202, 3.598, -1.195], [0.653, 4.561, -1.010], [2.111, 4.805, 1.404], [2.215, 0.980, -0.095], [-2.575, -1.041, -3.621], [2.637, 5.754, 1.239], [-1.503, -2.063, 1.247], [0.506, -2.889, 1.283], [1.602, -0.800, 3.001], [1.031, 4.962, 1.467], [2.503, 3.601, 0.061], [1.639, 0.119, -0.497], [3.955, 5.652, -0.147], [3.770, -0.923, 0.655], [4.885, 4.225, -0.477], [-5.574, -1.801, 1.642], [3.936, -1.703, -0.108], [4.367, 1.143, 1.052], [4.417, 0.392, 0.270], [-0.288, -1.676, -3.585], [-5.412, -2.411, -0.879]], "relative_energy_kj_mol": 111.5, "energy_ev": -48671.7753, "multiplicity": 1, "total_charge": 2, "e_lumo_ha": [-0.2564, -0.2564], "fmax_ev_per_a": 3.4}

***

4.
{"formula": "C27H50N2O11PS3", "method": "the ωB97M-V functional and the def2-TZVPD basis", "symbols": ["C", "O", "H", "H", "H", "H", "C", "O", "C", "C", "S", "N", "H", "H", "H", "C", "C", "C", "H", "O", "H", "H", "P", "O", "H", "H", "H", "O", "C", "H", "H", "H", "H", "H", "O", "H", "C", "H", "C", "H", "C", "C", "H", "C", "C", "C", "H", "O", "O", "C", "H", "H", "S", "C", "C", "H", "H", "H", "H", "C", "C", "H", "H", "C", "H", "C", "H", "H", "N", "C", "H", "H", "C", "H", "H", "O", "H", "H", "H", "H", "C", "C", "S", "H", "H", "O", "H", "H", "H", "O", "H", "C", "H", "H"], "xyz": [[-2.586, 1.438, -3.738], [1.871, 6.310, -1.167], [-3.984, -4.802, -5.855], [-3.964, -2.965, -3.914], [-3.388, -2.651, -7.914], [-0.075, -4.569, -0.070], [0.540, 2.690, -2.046], [-3.150, -0.491, -0.434], [-0.378, -3.497, 0.328], [0.395, 1.138, -1.542], [-2.960, -1.845, -5.731], [0.022, -1.392, 2.093], [1.211, 1.064, 1.885], [2.185, -4.778, 0.319], [3.400, -3.633, 5.990], [-2.010, -1.150, 0.222], [-1.123, -0.566, 1.471], [-1.340, 7.771, -0.531], [-0.446, 6.798, -2.265], [-1.606, -3.960, -2.702], [0.102, 7.055, 1.744], [2.510, -0.351, 1.785], [1.803, -3.854, 2.425], [4.226, -3.680, 9.526], [-3.772, 1.318, -1.376], [2.652, 1.197, -0.819], [-0.159, -0.991, -2.349], [0.473, 4.846, 0.364], [1.952, 0.528, -1.495], [1.609, 2.874, -2.522], [1.631, 7.757, 1.127], [1.292, -1.467, 3.976], [3.305, -5.380, 1.466], [0.519, 3.363, -1.061], [-1.734, -2.085, -4.998], [-0.323, 3.077, -2.735], [0.404, -2.793, 1.608], [-3.777, 1.406, -3.662], [3.841, -1.578, 6.476], [6.284, -3.229, 6.856], [-0.188, 8.504, 0.155], [-4.342, -2.315, -4.708], [2.339, 0.399, -2.598], [-1.603, -2.657, -0.368], [4.278, -2.977, 6.041], [3.502, -1.694, 7.955], [3.766, -2.943, 1.856], [3.230, -2.889, 2.703], [2.659, 1.078, 3.494], [-4.352, -3.980, -6.480], [2.316, 2.033, 3.392], [-2.141, 1.504, -0.453], [0.713, 6.099, -0.324], [-0.750, 6.555, -1.243], [-5.263, -3.078, -5.648], [-0.018, -0.102, 3.932], [-4.885, -4.424, -7.326], [1.882, -0.528, -0.996], [-5.791, -2.378, -6.307], [0.625, 7.429, 0.859], [-2.068, 0.375, -2.556], [-2.063, 7.441, 0.225], [-0.844, -3.351, -2.972], [5.252, -3.501, 7.094], [-1.872, 8.420, -1.233], [-0.449, 0.151, -2.537], [-6.012, -3.654, -5.097], [2.987, -1.220, 5.894], [2.276, -5.183, 1.282], [-3.175, -3.130, -6.954], [0.428, 9.010, -0.598], [-0.064, 0.375, -3.644], [1.866, 0.301, 2.524], [-2.257, -3.718, -7.027], [4.668, -0.872, 6.335], [5.896, -1.835, 9.028], [4.738, -2.966, 5.048], [-1.384, 0.516, 1.890], [-0.550, 9.260, 0.859], [-4.807, -1.426, -4.278], [-2.417, -3.327, -1.642], [0.750, -0.699, 3.260], [4.808, -2.702, 8.629], [-1.450, 5.715, -1.252], [-2.316, 1.046, -4.807], [-3.258, -0.569, -6.347], [-2.545, -0.671, -2.879], [0.020, 1.143, -0.428], [3.472, -0.730, 8.465], [-3.754, -3.249, -1.621], [5.171, -4.585, 7.213], [-2.749, 0.759, -1.118], [-2.284, 2.547, -3.523], [2.558, -2.227, 8.101]], "energy_ev": -96087.2204, "multiplicity": 1, "total_charge": 1, "e_lumo_ha": -0.1944, "fmax_ev_per_a": 9.2}